(1)
Here is 2 unconnected molecules or ions with the total composition C6H15N2O2S from the OMol25 dataset. Energies are from ωB97M-V/def2-TZVPD.

Structure (XYZ):
```
26
Properties=species:S:1:pos:R:3
S 3.640 -0.351 -0.220
O 5.009 -0.590 -0.601
O 3.122 -0.871 0.995
N -0.167 -0.871 0.115
N 2.691 0.437 -0.997
C 0.977 2.983 0.372
C -0.026 1.840 0.149
C 0.356 0.441 0.563
C -1.666 -0.878 0.249
C 0.247 -1.836 1.136
C 0.184 -1.220 -1.227
H 1.068 0.352 1.352
H 1.059 3.391 1.445
H 1.845 2.615 -0.062
H -0.191 1.796 -0.958
H 0.178 -1.424 2.173
H -0.420 -2.667 1.253
H 1.281 -2.295 1.088
H 1.246 -1.149 -1.426
H -0.393 -0.683 -2.107
H -1.950 -1.785 -0.217
H -0.132 -2.224 -1.442
H -2.326 -0.854 1.208
H -0.964 2.046 0.448
H -2.030 0.030 -0.448
H 0.767 3.750 -0.258
```

Computed properties:
Total charge: +1
Maximum force, hartree/bohr: 0.08946
Spin multiplicity: 1
Energy, Ha: -895.26404
Relative energy (zero: lowest compared OMol25 entry of this formula, charge and spin), kJ/mol: 456.58
HOMO energy (alpha / beta), eV: -12.90 / -15.14


(2)
Here is a molecular structure, C22H42LuNP3SSe from the OMol25 dataset. Energies are from ωB97M-V/def2-TZVPD.

Structure (XYZ):
```
71
Properties=species:S:1:pos:R:3
Lu -0.178 1.644 -0.197
Se 2.103 -1.610 -1.043
S -2.018 3.252 0.651
P 1.311 0.435 1.976
P -1.456 -1.254 1.171
P -1.472 -0.111 -1.873
N -2.214 2.485 3.234
C 3.328 -2.439 -3.532
C 3.298 -1.409 -2.566
C -3.212 -1.708 0.852
C 2.017 -1.186 2.507
C 4.108 -0.278 -2.675
C -1.578 -1.209 3.007
C 4.912 -0.132 -3.803
C 1.344 2.680 -1.423
C -3.207 0.441 -2.152
C -3.959 1.664 1.812
C -0.778 -2.966 1.016
C -4.558 1.071 2.930
C 2.336 3.002 -2.316
C -2.806 2.424 1.975
C -0.746 0.581 -3.400
C -1.571 -1.836 -2.488
C -4.013 1.288 4.196
C 1.299 1.128 3.703
C 2.923 1.139 1.489
C 4.134 -2.347 -4.661
C 4.900 -1.150 -4.793
C -2.824 1.950 4.338
H 5.551 -0.996 -5.657
H -2.309 2.140 5.307
H 0.273 2.998 -1.512
H 0.248 -3.022 1.394
H 4.146 -3.176 -5.373
H -1.311 2.948 3.275
H -1.413 0.230 -4.194
H -0.664 -0.754 3.420
H -2.356 -2.429 -1.985
H 3.575 1.160 2.371
H -4.398 1.558 0.824
H 2.462 -1.719 1.655
H 2.689 -3.306 -3.373
H -1.672 -2.229 3.404
H 3.351 0.474 0.730
H -0.706 1.677 -3.406
H 2.822 -0.970 3.237
H -3.905 -0.354 -1.836
H 2.290 3.707 -3.145
H -3.322 0.617 -3.237
H 4.078 0.496 -1.895
H -3.449 -2.670 1.326
H -3.882 -0.945 1.260
H -0.605 -2.351 -2.448
H 3.356 2.620 -2.169
H 1.430 -0.448 -1.729
H -1.404 -3.675 1.585
H 0.246 0.142 -3.545
H -2.423 -0.604 3.332
H -1.858 -1.721 -3.550
H 5.552 0.757 -3.938
H -4.558 0.953 5.089
H 0.477 0.727 4.322
H -3.433 1.378 -1.612
H 2.830 2.167 1.112
H 1.244 2.229 3.677
H 1.743 2.413 -0.379
H -0.779 -3.276 -0.035
H -3.409 -1.801 -0.226
H 2.265 0.847 4.159
H 1.285 -1.838 3.011
H -5.477 0.494 2.820
```

Computed properties:
Total charge: +3
Maximum force, hartree/bohr: 0.11314
Spin multiplicity: 1
Energy, Ha: -5976.43628
Relative energy (zero: lowest compared OMol25 entry of this formula, charge and spin), kJ/mol: 37.29
HOMO energy, eV: -16.00


(3)
Here is 13 unconnected molecules or ions with the total composition C31H41F9N2O31 from the OMol25 dataset. Energies are from ωB97M-V/def2-TZVPD.

Structure (XYZ):
```
114
Properties=species:S:1:pos:R:3
F 2.296 3.860 1.006
F 0.459 2.184 -4.067
F -2.480 -1.892 -7.336
F 2.655 -1.715 -1.059
F -2.024 5.058 1.664
F 2.433 -3.842 2.603
F 4.210 -1.036 1.401
F 3.571 1.698 5.302
F -3.708 2.761 -3.546
O -3.079 3.110 1.948
O -1.706 -0.109 -3.190
O 1.087 1.854 3.884
O -0.235 3.874 -0.719
O 6.843 -2.007 -0.048
O -0.763 1.653 -0.452
O 1.369 2.496 -0.363
O 0.020 -2.493 -3.941
O 0.665 -2.522 -1.779
O -2.178 -1.201 -5.087
O 2.799 -0.207 -4.480
O 7.987 -3.094 1.472
O 6.350 -1.705 2.023
O -1.768 3.038 3.683
O 2.229 1.258 -3.028
O 4.531 -5.299 6.087
O 3.067 1.488 3.063
O 3.829 -3.065 5.558
O 2.004 -3.442 -3.291
O 3.037 -4.867 4.528
O 4.122 -0.050 -2.720
O -4.464 6.160 -0.928
O -5.767 -1.998 0.458
O -3.871 -1.142 -0.196
O -1.041 -3.547 1.104
O -3.411 4.487 -2.161
O -2.217 1.057 2.701
O -2.465 0.803 -5.205
O -5.303 4.000 -1.141
O 1.245 0.337 2.201
O -2.427 -3.957 2.728
N -0.978 -0.954 0.500
N -4.056 -1.874 2.630
C 1.727 0.505 -5.126
C -2.391 4.280 3.818
C -0.864 -5.606 2.129
C 1.872 2.995 4.258
C 5.500 -0.790 1.355
C 0.831 -2.803 -3.045
C -1.554 -4.316 1.926
C 2.332 -3.748 3.939
C 1.763 1.144 3.006
C -2.924 -1.137 -6.316
C 3.121 0.296 -3.329
C 2.421 -3.892 -2.063
C 1.748 1.760 -4.264
C -2.079 -0.126 -4.407
C -4.721 2.841 -1.333
C 6.090 -0.804 -0.026
C -4.361 4.954 -1.296
C 3.894 -4.444 5.459
C -2.634 0.407 -6.493
C -2.327 2.297 2.768
C 0.955 4.678 -0.818
C 0.059 2.554 -0.507
C 3.044 -2.499 4.588
C 7.093 -2.376 1.197
C 3.172 2.394 4.188
C -5.631 -1.241 -1.850
C -3.508 3.141 -2.237
C 1.934 -2.839 -1.127
C 2.032 3.692 -0.306
C -5.057 -1.439 -0.440
C -2.984 4.416 2.382
H 5.697 0.191 1.787
H 2.296 -1.825 5.006
H 1.249 -3.679 4.043
H -6.616 -0.780 -1.922
H -0.882 -1.923 0.768
H -5.372 2.091 -1.782
H 3.508 -3.963 -2.075
H -3.904 -0.917 2.345
H 1.841 -3.205 -0.105
H -5.588 -2.236 -2.294
H -0.399 -5.563 3.114
H -0.515 -0.732 -0.370
H -1.791 5.148 4.091
H -4.308 2.367 -0.443
H -4.608 -1.727 3.463
H 1.858 0.721 -6.186
H 0.752 0.018 -5.111
H -0.259 -5.858 1.259
H -1.982 -0.865 0.439
H 6.463 0.133 -0.441
H -3.327 1.004 -7.087
H 5.210 -1.028 -0.630
H 2.299 2.623 -4.636
H -1.694 -6.310 2.195
H 0.709 5.562 -0.229
H -3.319 -2.555 2.514
H -0.655 -0.481 1.332
H -1.649 0.471 -6.954
H 1.608 3.578 5.140
H 3.927 3.137 3.932
H -3.970 -1.348 -6.093
H 2.026 -4.904 -1.972
H 1.786 3.798 3.526
H 3.531 -1.941 3.788
H 1.088 4.906 -1.876
H -3.811 5.122 2.296
H 2.927 3.664 -0.927
H -4.780 -2.325 2.090
H -2.605 2.595 -1.961
H -4.983 -0.587 -2.434
H -3.175 4.173 4.567
```

Computed properties:
Total charge: 0
Maximum force, hartree/bohr: 0.12856
Spin multiplicity: 1
Energy, Ha: -4546.60451
Relative energy (zero: lowest compared OMol25 entry of this formula, charge and spin), kJ/mol: 0.00
HOMO energy, eV: -7.78


(4)
Here is C15H17N3O4 in the gas phase from the OMol25 dataset. Energies are from ωB97M-V/def2-TZVPD.

Structure (XYZ):
```
39
Properties=species:S:1:pos:R:3
O -3.873 -2.829 1.078
O 5.328 -1.617 -0.172
O 0.752 2.878 0.506
O -1.950 -1.934 0.740
N -3.167 -1.924 0.688
N 1.269 0.750 1.064
N 4.677 -0.885 -2.191
C -5.101 -0.937 -0.375
C 3.681 0.277 1.157
C -5.063 1.321 -1.161
C -3.122 0.439 -0.015
C 3.389 -0.183 -0.270
C 2.151 -1.101 -0.264
C -3.806 -0.779 0.107
C -5.732 0.114 -1.009
C -1.793 0.658 0.552
C 0.480 1.686 0.500
C 2.535 1.165 1.647
C 4.568 -0.960 -0.844
C -3.782 1.481 -0.668
C 1.173 -0.674 0.845
C -0.810 1.260 -0.112
H -5.584 -1.895 -0.254
H -5.548 2.145 -1.662
H -0.964 1.620 -1.121
H -1.632 0.310 1.563
H -3.278 2.431 -0.761
H 2.692 2.206 1.353
H 5.412 -1.399 -2.648
H 4.048 -0.342 -2.755
H 3.804 -0.604 1.788
H -6.734 -0.006 -1.387
H 3.195 0.697 -0.892
H 1.657 -1.060 -1.236
H 1.434 -1.168 1.784
H 2.459 -2.133 -0.085
H 0.159 -0.965 0.582
H 4.617 0.834 1.189
H 2.458 1.125 2.739
```

Computed properties:
Total charge: 0
Maximum force, hartree/bohr: 0.02883
Spin multiplicity: 1
Energy, Ha: -1046.95365
Relative energy (zero: lowest compared OMol25 entry of this formula, charge and spin), kJ/mol: 408.13
HOMO energy, eV: -9.22
Structure (SMILES): NC(=O)C1CCN(C(=O)/C=C/c2ccccc2[N+](=O)[O-])CC1